(1)
Computed, not measured: a molecular structure, C5H10N3 at a distorted geometry, with wB97M-V/def2-TZVPD.

The total charge is +1. The energy above the lowest of the compared OMol25 structures with the same formula, charge and spin is 109.8 kcal/mol. The HOMO energy comes out at -0.48888 Ha.

Last column: Mulliken charge in e.
Element x y z (Å)
C1 -0.551 1.774 0.159  -0.237
C2 0.132 -0.926 -0.394  0.058
C3 0.834 1.345 -0.263  -0.444
C4 2.422 -0.479 0.124  -0.846
C5 -2.573 -1.097 0.163  -0.760
N1 -1.563 1.020 0.113  -0.338
N2 1.059 -0.100 -0.179  0.060
N3 -1.662 -0.137 -0.379  0.030
H1 -0.686 2.789 0.494  0.401
H2 0.208 -1.995 -0.335  0.350
H3 0.973 1.651 -1.308  0.315
H4 1.586 1.852 0.346  0.395
H5 3.095 -0.024 -0.603  0.358
H6 2.686 -0.118 1.118  0.368
H7 2.539 -1.561 0.099  0.298
H8 -2.407 -1.307 1.223  0.348
H9 -2.517 -2.012 -0.420  0.329
H10 -3.575 -0.676 0.043  0.315

---

(2)
Computed, not measured: a gas-phase ion, C5H10N3 (charge +1) at a distorted geometry, with wB97M-V/def2-TZVPD.

The total charge is +1. The energy above the lowest of the compared OMol25 structures with the same formula, charge and spin is 12.1 kcal/mol. The HOMO energy comes out at -0.49598 Ha. The SMILES is Cc1c[nH]c(CN)[nH+]1.

Last column: Mulliken charge in e.
Element x y z (Å)
C1 -0.854 -1.795 0.248  -0.448
C2 -0.206 -1.185 -0.813  0.584
C3 -0.305 0.281 0.888  0.064
C4 0.129 -1.743 -2.108  -1.185
C5 0.102 1.590 1.523  -0.365
N1 -0.900 -0.880 1.241  -0.044
N2 0.135 0.033 -0.339  0.016
N3 0.850 2.279 0.475  -0.617
H1 -1.359 -2.708 0.318  0.460
H2 -0.341 -1.145 -2.873  0.345
H3 1.237 -1.784 -2.360  0.312
H4 -0.359 -2.691 -2.224  0.338
H5 -0.737 2.246 1.810  0.307
H6 0.654 1.449 2.395  0.387
H7 -1.476 -1.090 1.961  0.152
H8 0.767 0.612 -0.752  0.251
H9 1.584 2.811 0.815  0.205
H10 0.283 2.900 -0.127  0.240

---

(3)
Computed, not measured: a molecular structure, C5H10N3O at a distorted geometry, with wB97M-V/def2-TZVPD.

As for the multiplicity: 3. The total charge is +1. The expectation value of S² is 2.014. The energy above the lowest of the compared OMol25 structures with the same formula, charge and spin is 113.3 kcal/mol. The HOMO energy (spin up / spin down) comes out at -0.35587 / -0.51420 Ha.

Last column: Mulliken spin population.
Element x y z (Å)
C1 -0.785 0.160 -0.741  0.759
C2 -1.104 0.284 1.161  -0.018
C3 -1.549 0.483 -1.988  -0.031
C4 0.409 -0.265 3.007  -0.001
C5 1.311 -0.404 -1.844  -0.013
N1 0.976 -0.344 0.546  0.456
N2 0.087 -0.045 1.604  0.193
N3 0.415 -0.133 -0.688  0.313
O1 -2.195 0.596 1.492  0.179
H1 -0.900 0.664 -2.915  0.010
H2 -2.235 1.402 -1.715  0.029
H3 -2.331 -0.380 -2.157  0.062
H4 0.593 -1.334 3.162  0.004
H5 1.352 0.166 3.128  0.007
H6 -0.400 0.288 3.482  0.001
H7 2.131 0.260 -1.982  0.011
H8 0.644 -0.124 -2.636  0.020
H9 1.672 -1.337 -1.549  -0.011
H10 1.909 0.063 0.637  0.030

---

(4)
Computed, not measured: a gas-phase ion, C5H10N3O2 (charge -1) at a distorted geometry, with wB97M-V/def2-TZVPD.

The total charge is -1. The energy above the lowest of the compared OMol25 structures with the same formula, charge and spin is 31.2 kcal/mol. The HOMO energy (spin up / spin down) comes out at -0.09295 / -0.09290 Ha. The SMILES is [H]/N=N/NC(C)(C)/C=C(/[O-])O.

Last column: Mulliken charge in e.
Element x y z (Å)
C1 -0.718 -2.262 0.683  0.424
C2 -0.388 -1.362 -0.343  -0.932
C3 -0.104 0.093 -0.144  1.838
C4 -0.914 0.771 0.963  -1.591
C5 -0.227 0.833 -1.452  -2.065
N1 2.202 -1.794 0.550  -0.476
N2 1.386 0.261 0.236  -0.287
N3 1.745 -0.746 1.176  -0.257
O1 -1.242 -3.377 0.433  -0.754
O2 -0.416 -1.931 2.011  -0.572
H1 -0.023 -1.844 -1.232  0.053
H2 -0.372 0.614 1.946  0.305
H3 -1.950 0.253 0.821  0.289
H4 -0.986 1.812 0.862  0.509
H5 0.166 1.792 -1.306  0.564
H6 -1.367 0.872 -1.742  0.296
H7 0.291 0.255 -2.152  0.509
H8 2.401 -2.518 1.179  0.266
H9 1.783 0.088 -0.636  0.461
H10 0.446 -1.358 1.920  0.421

---

(5)
Computed, not measured: 2 unconnected molecules or ions with the total composition C5H10N3O2 at a distorted geometry, with wB97M-V/def2-TZVPD.

The total charge is +1. The energy above the lowest of the compared OMol25 structures with the same formula, charge and spin is 78.7 kcal/mol. The HOMO energy comes out at -0.48701 Ha.

Last column: Mulliken charge in e.
Element x y z (Å)
C1 1.594 0.055 1.130  0.165
C2 0.899 1.373 3.054  0.615
C3 1.066 0.635 0.071  -0.591
C4 -1.194 0.361 0.752  0.361
C5 1.117 0.072 -1.301  -1.173
N1 1.437 0.531 2.414  -0.304
N2 -1.283 0.673 1.983  -0.678
N3 -1.121 -1.201 0.450  -0.228
O1 0.365 2.038 3.838  -0.402
O2 -1.545 0.858 -0.433  -0.397
H1 2.112 -0.932 1.135  0.377
H2 0.984 1.682 0.324  0.493
H3 1.428 -1.136 -1.302  0.320
H4 1.871 0.660 -1.865  0.354
H5 0.179 0.098 -1.901  0.360
H6 -1.219 1.653 2.125  0.296
H7 -2.081 -1.580 -0.015  0.411
H8 -1.234 -1.555 1.382  0.380
H9 -0.258 -1.273 -0.137  0.223
H10 -1.447 1.829 -0.367  0.417

---

(6)
Computed, not measured: a gas-phase ion, C5H10N3O2 (charge +1) at a distorted geometry, with wB97M-V/def2-TZVPD.

The total charge is +1. The energy above the lowest of the compared OMol25 structures with the same formula, charge and spin is 272.2 kcal/mol. The HOMO energy (spin up / spin down) comes out at -0.49383 / -0.49383 Ha.

Last column: Mulliken charge in e.
Element x y z (Å)
C1 0.597 -1.785 1.142  -0.283
C2 -1.391 -0.111 0.059  -0.212
C3 0.894 0.497 0.547  -0.653
C4 -0.805 2.294 0.464  -0.805
C5 1.556 -1.317 -1.141  -0.790
N1 -0.597 0.842 0.341  0.207
N2 -2.730 -0.260 -0.427  0.944
N3 1.228 -0.961 0.246  0.085
O1 -3.504 -0.658 0.377  -0.508
O2 -2.823 -0.160 -1.619  -0.519
H1 0.550 -2.891 0.751  0.243
H2 1.469 1.190 -0.258  0.378
H3 1.168 0.812 1.542  0.436
H4 0.160 2.646 1.054  0.319
H5 -0.899 2.932 -0.446  0.334
H6 -1.834 2.481 1.007  0.342
H7 0.620 -1.487 -1.738  0.337
H8 2.236 -0.640 -1.619  0.337
H9 1.942 -2.331 -1.014  0.397
H10 2.163 -1.092 0.734  0.411

---

(7)
Computed, not measured: a gas-phase ion, C5H10N3S (charge +1) at a distorted geometry, with wB97M-V/def2-TZVPD.

The total charge is +1. The energy above the lowest of the compared OMol25 structures with the same formula, charge and spin is 112.0 kcal/mol. The HOMO energy comes out at -0.37579 Ha. The SMILES is C=[N+]=NCCS/C=C/N.

Last column: Mulliken charge in e.
Element x y z (Å)
C1 -2.372 -0.378 2.882  -0.282
C2 -1.701 0.620 -0.305  -0.472
C3 -0.544 1.335 -1.120  -0.768
C4 2.282 -0.341 -0.677  0.034
C5 1.422 -0.645 -1.709  -0.435
N1 -1.925 0.030 1.830  0.039
N2 -1.195 0.051 0.857  0.212
N3 3.227 -1.127 -0.178  -0.401
S1 0.387 0.462 -2.373  -0.094
H1 -3.030 -1.291 2.836  0.280
H2 -2.535 1.124 0.063  0.588
H3 -1.983 -0.250 -0.891  0.323
H4 -0.947 2.180 -1.832  0.281
H5 0.098 1.717 -0.419  0.406
H6 2.140 0.572 -0.087  0.214
H7 1.610 -1.528 -2.318  0.322
H8 4.003 -0.722 0.274  0.224
H9 3.487 -2.066 -0.524  0.218
H10 -2.422 0.256 3.691  0.311

---

(8)
Computed, not measured: 2 unconnected molecules or ions with the total composition C5H10N4O at a distorted geometry, with wB97M-V/def2-TZVPD.

The total charge is +2. The energy above the lowest of the compared OMol25 structures with the same formula, charge and spin is 109.6 kcal/mol. The HOMO energy comes out at -0.64149 Ha.

Last column: Mulliken charge in e.
Element x y z (Å)
C1 0.099 2.195 -0.367  -0.465
C2 1.275 1.568 -0.728  0.673
C3 -0.193 0.121 0.123  -0.079
C4 -0.915 -1.710 0.954  0.684
C5 2.278 2.114 -1.574  -1.211
N1 1.015 0.235 -0.399  0.017
N2 -0.729 1.317 0.259  0.093
N3 -0.093 -2.457 1.575  -0.366
N4 -2.099 -1.888 0.591  -0.005
O1 -2.682 -3.037 0.735  -0.391
H1 -0.111 3.255 -0.461  0.409
H2 3.207 1.515 -1.526  0.350
H3 1.886 2.345 -2.564  0.312
H4 2.609 3.097 -1.283  0.408
H5 1.516 -0.601 -0.396  0.188
H6 -1.508 1.551 0.699  0.057
H7 0.869 -2.123 1.855  0.280
H8 -0.215 -3.332 2.096  0.294
H9 -2.540 -1.258 -0.119  0.339
H10 -3.670 -2.905 0.529  0.413

---

(9)
Computed, not measured: 2 unconnected molecules or ions with the total composition C5H10N4O2 at a distorted geometry, with wB97M-V/def2-TZVPD.

The total charge is +2. The energy above the lowest of the compared OMol25 structures with the same formula, charge and spin is 122.2 kcal/mol. The HOMO energy comes out at -0.78668 Ha.

Last column: Mulliken charge in e.
Element x y z (Å)
C1 -1.294 -0.253 1.120  0.540
C2 0.294 -0.222 -0.580  -0.349
C3 1.049 -2.541 -0.214  -0.724
C4 -1.790 0.945 -0.987  -0.758
C5 -0.140 1.901 0.546  -0.734
N1 3.816 0.703 0.655  -0.294
N2 2.814 0.339 0.402  0.281
N3 0.281 -1.378 -0.015  0.461
N4 -0.695 0.640 -0.017  -0.015
O1 -2.107 0.099 1.860  -0.225
O2 -0.658 -1.430 0.991  -0.161
H1 0.945 0.065 -1.395  0.505
H2 1.430 -2.905 0.749  0.352
H3 0.423 -3.355 -0.607  0.363
H4 1.872 -2.358 -0.904  0.375
H5 -2.231 0.031 -1.387  0.378
H6 -2.570 1.510 -0.471  0.394
H7 -1.407 1.547 -1.811  0.437
H8 0.230 2.539 -0.257  0.408
H9 -0.931 2.431 1.079  0.384
H10 0.670 1.692 1.244  0.380

---

(10)
Computed, not measured: a gas-phase ion, C5H10N5 (charge +1) at a distorted geometry, with wB97M-V/def2-TZVPD.

The total charge is +1. The energy above the lowest of the compared OMol25 structures with the same formula, charge and spin is 3.5 kcal/mol. The HOMO energy comes out at -0.41556 Ha. The SMILES is N/C=N/C=C1/NCNC1=[NH2+].

Last column: Mulliken charge in e.
Element x y z (Å)
C1 0.623 1.052 -0.500  -0.658
C2 -0.645 0.643 -0.146  0.230
C3 -1.034 -0.736 -0.052  0.465
C4 -3.047 0.406 0.178  -0.444
C5 2.842 0.538 0.005  -0.037
N1 1.644 0.155 -0.320  -0.493
N2 -1.911 1.330 0.029  -0.280
N3 -2.336 -0.865 0.170  -0.190
N4 3.747 -0.368 0.323  -0.360
N5 -0.092 -1.716 -0.282  -0.278
H1 1.002 2.004 -0.794  0.469
H2 -3.722 0.552 1.055  0.311
H3 -3.686 0.375 -0.735  0.279
H4 3.172 1.481 0.073  0.393
H5 -1.998 2.336 0.402  0.287
H6 -2.873 -1.685 -0.050  0.264
H7 4.514 -0.171 0.847  0.258
H8 3.471 -1.310 0.605  0.236
H9 -0.464 -2.651 -0.237  0.206
H10 0.794 -1.369 -0.572  0.343

---

(11)
Computed, not measured: a molecular structure, C5H10N5O at a distorted geometry, with wB97M-V/def2-TZVPD.

The total charge is +1. The energy above the lowest of the compared OMol25 structures with the same formula, charge and spin is 71.7 kcal/mol. The HOMO energy comes out at -0.48033 Ha.

Last column: Mulliken charge in e.
Element x y z (Å)
C1 2.148 -0.537 0.032  -0.238
C2 1.197 -0.105 1.066  0.775
C3 -0.661 1.129 -0.488  0.246
C4 0.443 -1.085 -1.557  -0.450
C5 -0.754 -0.352 -0.156  0.398
N1 1.744 -0.988 -1.105  -0.387
N2 -0.073 -0.598 0.996  -0.219
N3 1.682 0.460 2.197  -0.410
N4 -1.684 1.698 -1.132  -0.346
N5 -2.144 -0.753 -0.287  -0.707
O1 0.352 1.705 -0.040  -0.597
H1 3.262 -0.350 -0.036  0.380
H2 0.210 -2.095 -1.858  0.377
H3 0.170 -0.367 -2.348  0.341
H4 -0.622 -0.465 1.757  0.269
H5 2.585 0.815 2.223  0.228
H6 1.171 0.543 3.177  0.266
H7 -2.564 1.095 -0.961  0.314
H8 -1.605 2.680 -1.317  0.281
H9 -2.585 -0.748 0.603  0.208
H10 -2.273 -1.682 -0.766  0.274

---

(12)
Computed, not measured: a gas-phase ion, C5H10NO (charge -1) at a distorted geometry, with wB97M-V/def2-TZVPD.

The total charge is -1. The energy above the lowest of the compared OMol25 structures with the same formula, charge and spin is 129.8 kcal/mol. The HOMO energy comes out at -0.10400 Ha.

Last column: Mulliken charge in e.
Element x y z (Å)
N1 -0.229 2.076 -1.534  -0.480
C1 0.978 0.247 1.685  -1.389
C2 -0.391 -0.383 1.196  -0.275
C3 -0.939 0.469 0.076  -0.809
C4 -0.089 0.595 -1.156  0.315
C5 -0.048 -0.872 -1.834  -0.651
O1 0.579 -1.835 -1.023  -0.834
H1 1.268 1.142 1.185  0.342
H2 1.822 -0.376 1.564  0.341
H3 1.156 0.595 2.672  0.422
H4 -0.243 -1.421 0.876  0.304
H5 -1.209 -0.431 1.929  0.372
H6 -1.864 -0.033 -0.224  0.321
H7 -1.144 1.584 0.387  0.315
H8 0.954 0.686 -0.879  0.154
H9 -1.068 -1.204 -2.106  0.222
H10 0.466 -0.838 -2.813  0.330